(1)
# C29H46LaP2

A structure of composition C29H46LaP2 in a non-equilibrium geometry (wB97M-V/def2-TZVPD, OMol25).

Calculated values
Energy relative to the best compared isomer or geometry (same formula, charge and spin): 74.9 kcal per mole
Charge: +1
HOMO-LUMO gap: 4.406 eV

Structure (XYZ):
```
78
Properties=species:S:1:pos:R:3:forces:R:3:lowdin_charge:R:1
La 0.87014 -1.01467 2.37930 4.045 4.093 -3.492 2.01
C -1.35569 -1.20959 3.44162 -0.185 -1.629 0.802 -0.35
C -1.08928 -2.41669 2.70054 -0.328 -0.355 1.743 -0.38
C 0.44281 -2.28364 4.44301 -1.511 -0.130 -0.036 -0.36
C -0.42608 -1.14861 4.53232 -0.546 -0.953 0.075 -0.33
C 0.03314 -3.07909 3.31151 -1.285 0.535 0.899 -0.38
C -2.46462 -0.25652 3.16341 -0.379 0.200 -0.027 -0.01
H -2.53984 -0.01040 2.09183 -0.029 0.023 0.346 0.06
H -2.33838 0.66954 3.73786 -0.059 -0.174 -0.254 0.09
H -3.42174 -0.71450 3.47128 0.286 0.220 -0.165 0.11
C -0.39254 -0.08092 5.56851 -0.072 0.464 0.324 -0.03
H -1.41736 0.21603 5.82537 0.264 -0.127 0.134 0.10
H 0.12492 0.81425 5.20459 -0.154 -0.173 0.151 0.06
H 0.12813 -0.41527 6.47435 -0.244 0.073 -0.169 0.09
C 1.68240 -2.47570 5.23249 0.154 -0.259 0.216 -0.02
H 1.56598 -2.03696 6.23083 0.188 -0.155 -0.239 0.09
H 2.54598 -1.97659 4.75522 0.073 -0.094 0.156 0.09
H 1.91029 -3.54642 5.32494 0.102 0.364 0.076 0.10
C 0.87772 -4.10126 2.64509 -0.220 -0.507 0.326 -0.04
H 1.37369 -4.72241 3.40359 -0.002 0.085 -0.402 0.10
H 1.68625 -3.64824 2.02292 -0.052 -0.138 -0.038 0.07
H 0.26018 -4.73912 1.99722 0.432 0.151 0.098 0.10
C -1.73248 -2.80603 1.42053 -0.166 -0.308 -0.070 -0.03
H -1.60474 -3.88402 1.25397 -0.071 0.323 -0.122 0.09
H -1.31827 -2.26591 0.54068 -0.212 -0.178 0.109 0.07
H -2.80924 -2.59969 1.48808 0.294 0.019 -0.295 0.10
C -1.70984 2.15340 -0.50447 0.053 -0.354 0.653 -0.10
C -2.71124 1.29582 -0.24231 0.382 0.657 0.381 -0.13
C -2.97175 -0.03935 -0.85654 -0.566 0.089 -0.639 -0.20
C -2.32616 -0.29209 -2.23890 -1.721 -0.155 -0.601 -0.31
C -1.00298 -0.89726 -2.33644 1.371 -0.945 -0.221 -0.25
C 0.34184 -0.31711 -2.28036 -0.632 -1.096 4.312 -0.54
C 0.46313 1.03212 -1.48348 0.431 -0.097 -0.512 -0.17
C -0.68520 2.05738 -1.59813 -0.052 0.869 -0.119 -0.25
H -4.06495 -0.09237 -0.99221 0.153 -0.063 -0.003 0.11
H -2.49016 0.61054 -2.86404 0.036 -0.345 0.419 0.05
H -2.74767 -0.87198 -0.16851 0.091 0.369 -0.156 0.07
H -1.22027 1.92204 -2.57109 0.661 0.099 1.294 -0.01
H -1.57971 3.04154 0.13037 -0.568 -0.230 -0.297 0.10
H -3.48776 1.63187 0.45635 0.494 -0.153 0.163 0.10
H -0.23065 3.06698 -1.67059 -0.076 -0.486 0.033 0.11
H 0.55479 0.74132 -0.42629 -0.010 0.033 -0.076 0.06
H 0.91118 -1.03924 -1.65222 0.204 0.348 0.034 0.08
H 1.40491 1.55705 -1.73284 -0.179 -0.290 0.046 0.11
H -2.98246 -1.03521 -2.73020 -0.083 0.216 0.238 0.11
H -1.01112 -1.99794 -2.41871 0.045 0.539 0.050 0.07
P -0.87938 1.30971 -4.45287 -0.260 -0.248 -0.252 0.83
C -0.99005 3.03713 -5.01073 -0.109 -0.043 -0.573 -0.26
C -1.80524 0.38122 -5.72314 0.196 0.285 -0.526 -0.25
P 1.36135 -0.52388 -3.79671 -0.832 1.309 -3.234 0.89
C 0.89081 0.94477 -4.76768 0.093 -0.188 -0.786 -0.45
C 0.67755 -1.89681 -4.76860 0.423 -0.513 0.158 -0.20
C 3.11432 -0.63406 -4.25389 0.627 -0.197 0.179 -0.21
H -0.10593 3.59444 -4.66800 -0.391 -0.050 -0.132 0.05
H -1.90435 3.45563 -4.56349 0.338 0.097 -0.277 0.05
H -1.05922 3.03762 -6.10731 0.063 0.503 0.211 0.04
H -1.62861 0.87553 -6.68929 -0.267 -0.409 -0.029 0.04
H -2.86832 0.45214 -5.44925 0.308 -0.073 -0.213 0.05
H -1.51767 -0.67810 -5.77042 -0.138 0.405 0.060 0.03
H 3.16691 -0.43320 -5.33676 -0.023 -0.116 0.370 0.06
H 3.49514 -1.64698 -4.06914 0.088 0.347 0.060 0.05
H 3.71816 0.12114 -3.73910 -0.057 -0.237 -0.041 0.05
H 1.52068 1.80548 -4.48372 -0.248 -0.326 -0.075 0.07
H 1.03462 0.72261 -5.83924 0.271 0.205 0.229 0.07
H 1.36892 -2.74342 -4.64795 -0.253 0.072 -0.176 0.06
H 0.66608 -1.59942 -5.82517 0.046 -0.129 0.265 0.06
H -0.32636 -2.19710 -4.45429 0.231 0.269 0.029 0.04
C 3.27058 3.68914 3.79064 -0.153 -0.192 -0.143 -0.10
C 3.23939 2.70776 4.78833 -0.367 -0.602 0.058 -0.08
C 2.51539 1.50855 4.57481 1.160 1.571 0.307 -0.18
C 1.86816 1.34178 3.36841 -1.957 -3.010 -0.451 -0.31
C 1.79219 2.32890 2.40790 1.145 1.355 0.255 -0.19
C 2.54649 3.51522 2.60556 -0.469 -0.463 -0.098 -0.09
H 3.84790 4.60212 3.94400 -0.175 -0.258 -0.044 0.10
H 3.76497 2.86136 5.73429 -0.106 0.039 -0.320 0.10
H 2.47567 0.75459 5.36935 0.128 0.224 -0.287 0.08
H 1.15785 2.22494 1.51786 0.308 0.051 0.084 0.06
H 2.54675 4.28617 1.83518 0.020 -0.053 0.247 0.10
```
Forces are in eV/Å.

---

(2)
# C40H34BClO14

A cluster of 5 separate species, C40H34BClO14 in total in a non-equilibrium geometry (wB97M-V/def2-TZVPD, OMol25).

Calculated values
HOMO-LUMO gap: 8.020 eV
SMILES string: CCOCCOC1=C(Cl)C(=O)c2c(B(O)OC)ccc(C)c2C1=O.O=C1C=CC(=O)C=C1.O=C1C=CC(=O)C=C1.O=C1C=CC(=O)C=C1.O=C1C=CC(=O)C=C1

Structure (XYZ):
```
90
Properties=species:S:1:pos:R:3:forces:R:3:lowdin_charge:R:1
C 0.82707 -1.25849 -2.14469 0.282 0.338 -0.637 -0.06
C 2.09579 -0.58630 -2.66586 -0.453 0.030 0.507 -0.27
O 3.25354 -1.19205 -2.09532 0.111 0.358 -0.200 -0.13
C 4.38605 -0.45896 -2.52279 0.267 -0.014 -0.847 -0.22
C 5.66735 -1.24485 -2.31467 -0.027 -0.242 -0.524 -0.13
O 5.91114 -1.65488 -0.95031 -0.284 0.392 0.049 -0.01
C 5.42183 -0.81130 -0.02228 -0.688 -0.425 0.401 -0.25
C 5.80936 0.43756 0.21466 0.180 0.819 0.073 -0.45
Cl 7.07187 1.20189 -0.71492 -0.457 -0.329 0.396 0.82
C 5.20480 1.27953 1.32069 0.755 -0.332 -0.406 -0.31
O 5.88077 2.16732 1.80009 -0.841 0.150 -0.099 0.09
C 3.82431 0.91370 1.75173 -0.175 -1.178 -0.319 -0.04
C 2.94937 1.79703 2.33520 0.627 1.590 0.650 -0.04
B 3.33484 3.32618 2.56571 -0.054 0.657 -0.388 -0.59
O 3.04534 4.22250 1.52867 0.457 -0.656 0.167 0.15
O 3.87256 3.85177 3.70329 0.203 -0.998 -0.336 0.07
C 4.52097 2.91755 4.56693 0.322 -0.161 1.121 -0.06
C 1.68160 1.38673 2.71510 -0.813 0.113 0.485 -0.01
C 1.25828 0.09131 2.54287 0.607 -0.039 -0.332 0.00
C 2.13868 -0.81340 1.94282 -1.364 -1.386 0.151 -0.18
C 1.62011 -2.22896 1.73128 -0.208 0.158 0.082 -0.03
C 3.39001 -0.41508 1.54760 1.239 0.189 -0.605 -0.03
C 4.32284 -1.38683 0.87088 0.300 -0.631 0.068 -0.22
O 4.26468 -2.59031 1.01436 -0.063 0.788 -0.155 0.14
H -0.01630 -0.78704 -2.66717 0.051 -0.103 0.242 0.07
H 0.68176 -1.14838 -1.06730 0.097 -0.149 -0.169 0.07
H 0.85428 -2.30471 -2.46934 -0.101 0.077 0.413 0.09
H 2.08455 -0.67907 -3.76615 0.355 0.000 0.212 0.12
H 2.14150 0.48799 -2.41969 -0.295 -0.156 -0.079 0.12
H 4.29458 -0.30619 -3.61585 0.270 -0.032 0.205 0.14
H 4.43030 0.56070 -2.10386 -0.141 -0.317 0.220 0.12
H 5.59426 -2.16679 -2.90382 -0.002 0.023 0.403 0.14
H 6.53256 -0.69628 -2.70733 -0.251 0.123 0.198 0.11
H 3.90172 4.44499 1.13774 -0.236 0.497 -0.031 0.11
H 3.82322 2.22402 5.05744 -0.076 0.232 -0.267 0.10
H 5.29316 2.32260 4.07002 -0.245 0.247 -0.216 0.08
H 5.02512 3.47134 5.36806 -0.218 0.078 -0.250 0.10
H 1.00027 2.09667 3.18338 0.165 -0.019 -0.114 0.13
H 0.27339 -0.25634 2.83881 0.105 0.191 -0.011 0.12
H 0.56481 -2.29006 2.02574 0.226 0.131 0.007 0.08
H 1.66220 -2.51394 0.67406 0.259 -0.095 0.247 0.08
H 2.18172 -2.94568 2.33516 -0.045 0.028 -0.293 0.09
C 11.13314 2.79536 -1.82292 -0.090 -0.023 0.032 0.03
C 9.92258 2.48574 -2.27913 0.056 0.025 0.048 0.01
C 9.65000 2.38407 -3.73285 -0.071 -0.019 -0.022 -0.38
O 8.54535 2.10274 -4.14774 0.009 -0.019 0.011 0.10
C 10.77901 2.63958 -4.66029 0.089 0.024 -0.034 0.02
C 11.99009 2.94956 -4.20510 -0.067 -0.019 -0.077 0.02
C 12.26297 3.05107 -2.74987 0.073 0.017 0.036 -0.39
O 13.36645 3.33139 -2.33506 -0.011 -0.001 -0.013 0.11
H 11.35077 2.87463 -0.76542 0.039 0.008 -0.010 0.12
H 9.08575 2.29484 -1.62004 0.115 0.070 -0.056 0.04
H 10.56041 2.55984 -5.71759 -0.043 -0.009 0.011 0.12
H 12.82608 3.14009 -4.86597 0.027 0.006 0.040 0.12
C -3.87824 0.38632 -4.06481 0.024 -0.098 0.008 0.02
C -3.38881 -0.45245 -3.15564 -0.022 -0.012 -0.089 0.01
C -3.12908 -0.01061 -1.76368 0.005 -0.003 0.075 -0.40
O -2.68091 -0.77606 -0.93515 -0.012 -0.025 0.014 0.09
C -3.43625 1.39808 -1.42419 0.005 0.107 -0.031 0.01
C -3.92622 2.23735 -2.33216 0.068 -0.018 0.073 0.02
C -4.18649 1.79805 -3.72397 -0.051 0.084 -0.011 -0.38
O -4.63455 2.55982 -4.55316 0.012 -0.027 -0.012 0.11
H -4.07425 0.08414 -5.08585 -0.016 0.043 -0.009 0.12
H -3.15858 -1.48564 -3.38434 0.014 -0.006 0.045 0.12
H -3.24132 1.69987 -0.40336 -0.011 -0.039 0.012 0.12
H -4.15733 3.26913 -2.10176 -0.035 -0.003 -0.035 0.13
C -8.07866 -0.61406 -0.85007 -0.054 -0.063 -0.051 0.02
C -8.53954 -1.83074 -0.57519 0.005 0.069 -0.048 0.02
C -7.93534 -2.65815 0.49650 -0.085 -0.037 0.048 -0.39
O -8.35503 -3.76893 0.74666 -0.024 0.020 0.009 0.09
C -6.79923 -2.07709 1.25109 0.066 0.047 0.025 0.03
C -6.33820 -0.86022 0.97656 0.014 -0.065 0.051 0.03
C -6.94289 -0.03298 -0.09524 -0.007 0.051 0.006 -0.38
O -6.52357 1.07786 -0.34554 0.044 -0.011 -0.013 0.10
H -8.50575 0.00508 -1.62871 0.023 0.037 0.019 0.12
H -9.36843 -2.27131 -1.11424 -0.001 -0.031 0.032 0.12
H -6.37229 -2.69609 2.02980 -0.028 -0.032 -0.012 0.12
H -5.50921 -0.41958 1.51571 0.001 0.030 -0.030 0.12
C -12.15172 -2.51908 5.25909 0.036 0.093 -0.004 0.02
C -11.47996 -1.65525 4.50274 -0.038 0.006 0.079 0.02
C -10.97462 -2.03877 3.16241 0.026 -0.026 -0.045 -0.38
O -10.35993 -1.25206 2.47266 0.061 0.024 -0.034 0.10
C -11.24650 -3.42003 2.69594 -0.042 -0.085 -0.042 0.02
C -11.91838 -4.28402 3.45260 0.043 0.041 -0.069 0.03
C -12.42478 -3.90164 4.79330 -0.033 -0.077 0.030 -0.39
O -13.03851 -4.68682 5.48271 0.004 0.018 0.002 0.11
H -12.52837 -2.25909 6.24016 -0.018 -0.043 0.003 0.12
H -11.27169 -0.64279 4.82479 0.021 0.006 -0.039 0.12
H -10.86833 -3.68029 1.71503 0.059 0.025 0.018 0.11
H -12.12587 -5.29636 3.13036 -0.019 -0.006 0.038 0.12
```
Forces are in eV/Å.

---

(3)
# C5H12N2O2

An isolated molecule of C5H12N2O2 in a non-equilibrium geometry (wB97M-V/def2-TZVPD, OMol25).

Calculated values
Energy relative to the best compared isomer or geometry (same formula, charge and spin): 107.7 kcal per mole
HOMO-LUMO gap: 9.964 eV
SMILES string: NCCC[C@H](N)C(=O)O

Structure (XYZ):
```
21
Properties=species:S:1:pos:R:3:forces:R:3:nbo_charge:R:1
C -1.08159 -0.72399 1.79697 0.464 -2.018 -0.254 -0.24
C -0.29390 -1.63090 0.76115 0.902 0.547 -1.918 -0.45
C 1.13411 -1.26968 -0.00107 -4.980 1.687 2.145 -0.34
C 1.19930 0.22658 -0.31182 7.045 -2.003 0.759 -0.23
C 0.34709 0.55545 -1.30927 -6.410 0.685 -8.185 0.74
H -2.64186 0.63894 2.07009 1.957 -0.915 -3.086 0.38
H -2.48613 -0.34679 0.49721 0.936 3.170 1.965 0.38
H -1.70006 -1.51642 2.27680 0.088 0.801 0.068 0.19
H -0.40902 -0.36292 2.54907 0.274 0.470 0.518 0.18
H -0.89489 -1.63095 -0.11818 -1.195 0.196 -0.827 0.20
H -0.30203 -2.72391 0.92522 0.186 0.604 0.984 0.22
H 1.13479 -1.80699 -0.90509 0.122 -0.661 -1.029 0.23
H 1.85624 -1.55448 0.64251 2.851 -0.716 1.783 0.21
H 2.14946 0.17475 -0.92658 -0.362 0.279 0.480 0.24
H 1.47525 2.17897 0.43528 -0.049 -1.774 0.163 0.39
H 0.78510 1.05223 1.68999 2.854 0.569 -3.985 0.34
H -0.78362 1.35591 0.08160 -1.035 -1.126 -3.598 0.51
N -1.93755 0.37323 1.20310 -2.642 -3.126 1.534 -0.85
N 1.53148 1.15812 0.70680 -3.225 1.283 5.315 -0.81
O -0.84150 1.09924 -0.99177 1.356 1.636 3.840 -0.69
O 0.44516 0.26043 -2.53361 0.860 0.413 3.329 -0.61
```
Forces are in eV/Å.

---

Number 1: LUMO -3.33 eV. Number 2: LUMO -1.64 eV. Number 3: LUMO 0.46 eV.